DFT (wB97M-V/def2-TZVPD) results for 7 unconnected molecules or ions with the total composition C15H44O7.

Positions of all 66 atoms, in Å:
O1 -7.110 1.025 5.711
H1 -7.584 1.852 5.803
H2 -6.348 1.120 6.282
O2 -0.377 4.347 6.373
H3 -0.897 3.564 6.555
H4 -0.177 4.707 7.237
C1 5.055 6.327 -5.682
C2 3.680 5.651 -5.896
C3 3.026 5.479 -4.542
O3 2.897 6.489 -6.703
H5 5.583 6.471 -6.624
H6 5.828 5.917 -5.032
H7 4.930 7.274 -5.157
H8 3.662 4.718 -6.459
H9 2.151 4.833 -4.606
H10 2.693 6.450 -4.175
H11 3.634 4.985 -3.783
H12 2.061 6.093 -6.961
C4 -3.273 1.675 0.370
C5 -3.259 0.199 0.071
C6 -1.753 -0.370 0.042
O4 -3.930 -0.403 1.140
H13 -3.046 1.939 1.403
H14 -4.316 1.974 0.263
H15 -2.594 2.224 -0.283
H16 -3.751 -0.003 -0.880
H17 -1.090 0.261 -0.549
H18 -1.781 -1.294 -0.535
H19 -1.309 -0.554 1.021
H20 -4.651 0.160 1.430
C7 4.682 -4.525 1.612
C8 5.227 -5.703 2.360
C9 5.751 -6.841 1.471
O5 6.264 -5.180 3.118
H21 4.544 -3.751 2.367
H22 3.686 -4.855 1.315
H23 5.304 -4.172 0.789
H24 4.441 -6.003 3.053
H25 5.082 -7.388 0.806
H26 6.033 -7.649 2.147
H27 6.636 -6.571 0.895
H28 6.823 -5.879 3.465
C10 -2.195 0.919 -6.920
C11 -2.989 2.164 -7.388
C12 -3.770 2.878 -6.195
O6 -2.094 3.087 -7.970
H29 -1.862 0.388 -7.812
H30 -2.731 0.273 -6.224
H31 -1.326 1.147 -6.302
H32 -3.782 1.906 -8.089
H33 -3.032 3.013 -5.404
H34 -4.525 2.302 -5.659
H35 -4.118 3.879 -6.449
H36 -1.638 2.836 -8.777
C13 -2.854 -4.337 6.970
C14 -1.409 -4.324 7.353
C15 -0.546 -3.804 6.263
O7 -1.140 -3.497 8.438
H37 -3.158 -3.355 6.608
H38 -3.481 -4.665 7.799
H39 -3.144 -5.040 6.189
H40 -1.236 -5.369 7.610
H41 -0.918 -2.805 6.036
H42 -0.627 -4.458 5.394
H43 0.523 -3.797 6.476
H44 -0.377 -3.937 8.819

Results
**Energy relative to the best compared isomer or geometry (same formula, charge and spin)**: 69.5 kcal/mol
**Structure (SMILES)**: CC(C)O.CC(C)O.CC(C)O.CC(C)O.CC(C)O.O.O
**Calculated total energy**: -1124.47874 a.u.
**Frontier orbital gap**: 10.61 eV